Record 1
Below is C35H58Al2BrCl4FN3O11P as an isolated structure in a non-equilibrium geometry, with properties calculated with wB97M-V/def2-TZVPD.

As for the electronic energy: -7700.8349 Ha. The calculation puts the gap between HOMO and LUMO at 1.65 eV. As for the charge: 0. The calculation puts the strongest force on any atom at 6.67 eV/A. As for the HOMO energy: -0.278 hartree. For the LUMO energy, the calculation gives -5.925 eV.

Element x y z (Å)
C  3.22615  -2.73502  1.28780
C  1.74831  -2.39721  0.81370
C  1.60355  -0.88252  0.80986
C  0.79236  -3.06331  1.78919
C  -0.62575  -3.05789  1.24215
C  -1.59815  -3.90173  2.06005
C  -0.68010  -3.53933  -0.22365
O  -0.81313  -2.43043  -1.08677
Al  -2.51599  -1.75898  -1.20873
C  -2.73290  -0.07318  -0.07114
C  -3.64573  -0.19098  1.09421
O  -4.64363  0.49999  1.20200
O  -3.37554  -1.08988  2.10737
H  3.60137  -3.57942  0.69191
H  3.85102  -1.83858  1.18383
H  3.17266  -2.97990  2.34198
H  1.65845  -2.77881  -0.21850
H  2.00503  -0.42133  1.71050
H  2.19300  -0.48629  -0.03020
H  0.57988  -0.56200  0.65349
H  1.12033  -4.08636  1.99432
H  0.79162  -2.53762  2.74605
H  -0.99044  -2.03185  1.26708
H  -1.70663  -3.49669  3.06854
H  -2.57187  -3.84180  1.58383
H  -1.28819  -4.94277  2.09981
H  -1.49885  -4.24313  -0.39862
H  0.26136  -4.04044  -0.50451
H  -2.70239  -1.29295  -2.74856
H  -3.58704  -2.92224  -0.89857
H  -1.73105  0.22602  0.26054
H  -3.12003  0.71228  -0.70944
H  -2.46415  -1.01640  2.40203
Al  3.54759  -2.42352  -1.13022
C  -2.62162  4.27912  3.62309
C  -2.54954  5.48114  4.31965
C  -1.31895  6.05090  4.60120
C  -0.15232  5.41574  4.19744
C  -0.22365  4.19689  3.51817
C  -1.46174  3.63819  3.22392
C  1.01273  3.47494  3.11744
O  0.94427  2.41822  2.52230
C  2.32997  4.07404  3.46643
C  3.49630  3.39068  3.14773
C  4.72757  3.94278  3.45457
C  4.80000  5.18591  4.07446
C  3.64089  5.86937  4.39883
C  2.40292  5.31368  4.10475
C  1.16332  6.04823  4.49030
O  1.22823  7.13098  5.03182
H  -3.58420  3.84008  3.39644
H  -3.45698  5.97449  4.64122
H  -1.26231  6.98774  5.13770
H  -1.51658  2.70113  2.68685
H  3.43809  2.42628  2.66239
H  5.63506  3.40681  3.20952
H  5.76359  5.61922  4.30737
H  3.69460  6.83386  4.88420
C  -1.40981  -8.18252  -0.89872
C  -1.45755  -7.66782  0.52821
O  -2.56622  -6.80131  0.65686
H  -1.32622  -7.34749  -1.60069
H  -0.50972  -8.89980  -1.09758
H  -2.32152  -8.73401  -1.14445
H  -0.56332  -7.10138  0.76951
H  -1.55221  -8.48424  1.24283
H  -3.36379  -7.31005  0.44912
O  2.86542  2.79614  -2.66852
P  1.51930  3.37748  -3.08614
N  0.58162  2.73750  -1.77564
C  0.34648  1.31715  -1.63708
C  0.97494  3.28475  -0.48686
N  1.35541  2.50549  -4.55271
C  0.26693  1.60362  -4.85966
C  2.56994  2.08491  -5.22833
N  0.17091  4.38345  -3.64448
C  0.65130  5.65226  -4.22654
C  -1.02970  4.64668  -2.85281
H  -0.20365  1.11704  -0.71624
H  1.28314  0.74132  -1.61324
H  -0.29075  0.92710  -2.42864
H  1.10243  4.37335  -0.54657
H  1.91927  2.85716  -0.12621
H  0.19782  3.09430  0.25394
H  0.45061  0.59767  -4.46262
H  0.14138  1.51415  -5.94259
H  -0.68571  1.96604  -4.47470
H  2.98157  1.16320  -4.79764
H  3.33574  2.85525  -5.17198
H  2.36776  1.91141  -6.28800
H  1.00969  6.34308  -3.45769
H  -0.13993  6.14156  -4.79426
H  1.47488  5.45703  -4.92005
H  -0.82534  5.18135  -1.92025
H  -1.55767  3.72580  -2.62746
H  -1.71316  5.25816  -3.44806
Br  0.52066  -9.49416  0.40578
C  6.40357  3.01132  -3.76190
Cl  5.53250  1.48868  -3.60214
Cl  6.95561  3.20377  -5.43045
Cl  5.31796  4.32953  -3.32827
Cl  7.80198  3.01778  -2.67562
C  -6.08882  -4.47600  1.08559
C  -6.78533  -4.23661  -0.22217
O  -6.26385  -5.25538  -1.04619
C  -5.82489  -6.25805  -0.24924
O  -5.47442  -7.32664  -0.64659
O  -5.83238  -5.88903  1.04278
H  -6.69717  -4.21816  1.94878
H  -5.13222  -3.94069  1.14480
H  -7.94747  -4.38153  -0.12744
H  -6.59467  -3.25546  -0.64841
O  6.15294  -3.82883  -2.37831
H  7.07057  -3.56432  -2.50071
H  6.06631  -4.63598  -2.89616
F  -9.22196  -3.87217  0.08271

=====

Record 2
Below is C35H58CoOP2 as an isolated structure in a non-equilibrium geometry, with properties calculated with wB97M-V/def2-TZVPD.

The multiplicity is 5. As for the electronic energy: -3508.8009 Ha. The calculation puts the gap between HOMO and LUMO (spin up / spin down) at 7.36 / 6.33 eV. As for the charge: +1. The calculation puts the strongest force on any atom at 3.76 eV/A. As for the HOMO energy (spin up / spin down): -0.351 / -0.387 hartree. For the LUMO energy (spin up / spin down), the calculation gives -2.200 / -4.199 eV.

Element x y z (Å)
Co  0.78994  -1.57448  0.71945
C  0.55401  -3.45699  1.43239
C  1.87273  -2.90911  1.61319
C  0.36712  -1.64153  2.85657
C  -0.35941  -2.69350  2.22469
C  1.73951  -1.73337  2.44511
C  0.24839  -4.75033  0.75940
H  0.96266  -4.94561  -0.04613
H  -0.76031  -4.74416  0.33388
H  0.31241  -5.58425  1.46993
C  -1.77585  -3.05096  2.49173
H  -2.08702  -3.92239  1.90183
H  -2.42863  -2.20606  2.23525
H  -1.94409  -3.29358  3.55491
C  -0.17145  -0.70979  3.87650
H  -0.65942  -1.24307  4.71235
H  -0.93746  -0.06535  3.41024
H  0.62092  -0.07784  4.30367
C  2.86823  -0.93930  3.00684
H  3.19183  -1.34734  3.97292
H  2.57370  0.10471  3.15712
H  3.73184  -0.97128  2.33841
C  3.14672  -3.53029  1.17353
H  3.58123  -4.16412  1.95727
H  3.88248  -2.75778  0.92926
H  2.98519  -4.16017  0.29332
C  -0.41274  -1.28425  -0.93501
C  0.45641  -2.35376  -1.20569
C  1.74117  -2.23149  -1.98530
C  2.61495  -1.03093  -1.54860
C  2.36955  -0.57732  -0.12943
C  1.41364  0.36814  0.30439
C  0.45190  1.06405  -0.62708
C  -0.23942  0.07496  -1.58095
H  1.54446  -2.18345  -3.07064
H  2.53316  -0.19676  -2.26401
H  2.32561  -3.15955  -1.84275
H  0.34541  -0.00966  -2.51031
H  -1.43003  -1.51467  -0.58977
H  0.01029  -3.35170  -1.24627
H  -1.22649  0.46140  -1.86885
H  -0.31422  1.56080  -0.01083
H  1.62626  0.91615  1.23305
H  0.95250  1.85988  -1.20465
H  3.66364  -1.36409  -1.60804
H  3.26595  -0.64685  0.48824
P  2.84515  1.49383  -4.62799
C  1.37120  1.67941  -5.72547
C  4.01504  0.78329  -5.86953
P  4.40963  3.63441  -3.18171
C  3.41663  3.26375  -4.71357
C  6.09136  3.65966  -3.94874
C  4.12743  5.45931  -3.16841
H  0.61772  2.27797  -5.19718
H  0.95390  0.68412  -5.92477
H  1.63689  2.17086  -6.67109
H  3.97800  1.33787  -6.81671
H  3.72248  -0.26033  -6.04410
H  5.03532  0.79690  -5.46559
H  4.39882  5.91690  -4.12832
H  4.73015  5.89588  -2.36301
H  3.06801  5.64460  -2.95475
H  2.52984  3.92111  -4.71912
H  4.02602  3.43401  -5.62004
H  6.79138  4.05009  -3.19911
H  6.11719  4.29721  -4.84182
H  6.39137  2.63661  -4.20578
C  -4.52212  0.12838  -1.25576
C  -3.62810  0.99996  -0.37823
C  -3.22424  2.31901  -1.03840
C  -4.21104  1.19805  1.02630
C  -5.23353  2.07302  1.34301
C  -5.71226  2.15685  2.65789
C  -5.24094  1.30277  3.66118
C  -4.21501  0.41291  3.41138
C  -3.69639  -0.60115  4.43022
C  -3.15871  0.03649  5.71595
C  -4.68968  -1.74044  4.69561
C  -3.56133  0.47748  2.10846
O  -2.39338  0.00532  1.90276
H  -5.53050  0.54428  -1.35449
H  -4.61785  -0.85942  -0.79306
H  -4.08824  -0.00701  -2.25344
H  -2.70326  0.43619  -0.20597
H  -4.06128  3.02813  -1.06605
H  -2.41126  2.78072  -0.45568
H  -2.85073  2.15224  -2.06177
H  -5.67614  2.69932  0.55931
H  -6.49033  2.88291  2.88592
H  -5.70338  1.33838  4.65267
H  -2.83296  -1.05917  3.93331
H  -3.89790  0.68538  6.19932
H  -2.84943  -0.74772  6.42255
H  -2.27330  0.64174  5.47498
H  -4.84535  -2.30049  3.76555
H  -4.29020  -2.43164  5.44952
H  -5.66198  -1.36290  5.03263